Entry 1:
ORCA calculation (the ωB97M-V functional and the def2-TZVPD basis) on C12H4CrO12S as an isolated structure at a distorted geometry.

## Properties
energy above the lowest of the compared OMol25 structures with the same formula, charge and spin	85.0	kJ/mol
LUMO energy (alpha / beta)	0.3207 / 0.3207	Eh
maximum force	6.94	eV/Å
multiplicity	5
Kohn-Sham gap (alpha / beta)	3.88 / 3.88	eV
energy	-76326.7675	eV
charge	-4

CARTESIAN COORDINATES (ANGSTROEM)
1 Cr -12.517 24.990 24.198
2 S -9.194 24.397 23.538
3 O -8.495 23.875 24.714
4 O -8.300 25.204 22.794
5 O -9.262 23.313 22.555
6 O -10.500 24.965 23.850
7 C -10.733 23.431 27.131
8 C -9.843 22.391 26.898
9 C -10.088 21.377 25.785
10 O -9.088 20.769 25.212
11 C -11.143 21.489 24.962
12 C -12.153 22.510 25.098
13 C -11.941 23.568 26.306
14 O -12.603 24.656 26.214
15 O -12.868 22.939 24.212
16 O -8.696 22.409 27.524
17 H -10.449 24.233 27.796
18 H -11.178 20.908 24.053
19 C -16.018 27.087 23.097
20 C -16.391 28.475 23.309
21 C -15.251 29.504 23.732
22 O -15.504 30.723 23.561
23 C -13.982 28.928 24.086
24 C -13.726 27.625 23.948
25 C -14.749 26.696 23.356
26 O -14.494 25.459 23.118
27 O -12.576 27.217 24.422
28 O -17.468 28.973 23.045
29 H -16.783 26.433 22.706
30 H -13.246 29.573 24.543

The molecule's Löwdin atomic charges, reported in e, are given here: number 1, Cr, carries 0.908; number 2, S, carries 0.120; number 3, O, carries -0.375; number 4, O, carries -0.439; number 5, O, carries -0.454; number 6, O, carries -0.422; number 7, C, carries -0.020; number 8, C, carries -0.380; number 9, C, carries -0.380; number 10, O, carries -0.079; number 11, C, carries -0.041; number 12, C, carries -0.357; number 13, C, carries -0.300; number 14, O, carries -0.146; number 15, O, carries -0.086; number 16, O, carries -0.113; number 17, H, carries 0.089; number 18, H, carries 0.102; number 19, C, carries -0.023; number 20, C, carries -0.392; number 21, C, carries -0.347; number 22, O, carries -0.072; number 23, C, carries -0.032; number 24, C, carries -0.350; number 25, C, carries -0.379; number 26, O, carries -0.095; number 27, O, carries -0.091; number 28, O, carries -0.040; number 29, H, carries 0.093; number 30, H, carries 0.102

Entry 2:
ORCA calculation (the ωB97M-V functional and the def2-TZVPD basis) on one molecule with the formula C6H8 at a distorted geometry.

## Properties
energy above the lowest of the compared OMol25 structures with the same formula, charge and spin	417.2	kJ/mol
LUMO energy (alpha / beta)	-0.0118 / -0.0111	Eh
maximum force	1.14	eV/Å
multiplicity	1
Kohn-Sham gap (alpha / beta)	7.37 / 7.35	eV
energy	-6346.4599	eV

CARTESIAN COORDINATES (ANGSTROEM)
1 C 2.921 0.453 -0.712
2 C 1.659 0.484 -0.231
3 C 0.325 0.123 -0.534
4 C -0.620 -0.336 0.449
5 C -2.013 0.347 0.378
6 C -1.881 -1.025 -0.118
7 H 1.776 1.066 0.686
8 H 3.587 1.242 -0.367
9 H 3.373 -0.330 -1.303
10 H -0.347 -0.664 1.455
11 H -2.498 0.509 1.338
12 H -2.118 1.155 -0.336
13 H -2.274 -1.838 0.485
14 H -1.890 -1.186 -1.190

The molecule's Löwdin atomic charges, reported in e, are given here: number 1, C, carries -0.001; number 2, C, carries -0.247; number 3, C, carries 0.063; number 4, C, carries -0.318; number 5, C, carries -0.117; number 6, C, carries -0.129; number 7, H, carries 0.110; number 8, H, carries 0.049; number 9, H, carries 0.049; number 10, H, carries 0.127; number 11, H, carries 0.105; number 12, H, carries 0.102; number 13, H, carries 0.104; number 14, H, carries 0.102